Molecular formula: C9H10FIN2OPdS
Method: DFT, the ωB97M-V functional and the def2-TZVPD basis

ORCA input file:
```
! RIJCOSX wB97M-V def2-TZVPD def2/J DEFGRID3
* xyz 2 1
N 1.218 -0.519 3.128
C 1.428 -0.194 2.048
C 1.650 0.227 0.670
C 2.359 -0.867 -0.143
C 2.484 -0.442 -1.575
O 2.877 0.612 -1.955
F 2.030 -1.354 -2.431
C 0.296 0.753 0.042
S 0.682 2.069 -1.191
C -0.479 1.455 1.077
N -1.157 1.854 1.915
C -0.574 -0.328 -0.689
C -2.090 -0.275 -0.388
C -2.475 -1.009 0.905
I -2.088 -3.083 0.644
H 2.330 1.086 0.708
H 1.826 -1.814 -0.071
H 3.339 -1.048 0.299
H -0.276 2.951 -0.773
H -0.218 -1.342 -0.466
H -0.459 -0.177 -1.763
H -2.513 0.738 -0.391
H -2.573 -0.804 -1.213
H -1.926 -0.655 1.772
H -3.546 -0.923 1.075
Pd -2.083 3.181 -1.014
*
```

=====

Molecular formula: C9H10FMoNO4S3
Method: DFT, the ωB97M-V functional and the def2-TZVPD basis

ORCA input file:
```
! RIJCOSX wB97M-V def2-TZVPD def2/J DEFGRID3
* xyz 0 1
Mo 1.189 -0.514 -0.333
F -4.316 -2.222 0.454
C -3.148 -1.578 0.319
C -3.115 -0.208 0.597
C -1.932 0.485 0.468
C -0.792 -0.200 0.046
C -0.878 -1.561 -0.175
C -2.046 -2.298 -0.061
H -4.025 0.285 0.915
H -1.920 1.542 0.699
H 0.034 -2.128 -0.453
H -2.105 -3.359 -0.253
S 1.121 -0.195 -2.723
C 0.331 -1.637 -3.163
N -0.213 -2.632 -3.387
C 0.290 2.905 -0.889
S 1.569 1.942 -0.099
C 1.242 2.254 1.643
H 0.481 3.958 -0.683
H -0.699 2.617 -0.544
H 0.369 2.720 -1.958
H 0.196 2.057 1.871
H 1.506 3.282 1.884
H 1.869 1.563 2.200
O 3.261 -0.206 -0.043
S 3.111 -1.481 0.808
O 4.287 -2.029 1.362
O 2.343 -2.319 -0.215
O 1.991 -1.043 1.712
*
```

=====

The calculation returns the following energy above the lowest of the compared OMol25 structures with the same formula, charge and spin values, one per record and in order: 0.0, 14.7 kJ/mol.